C39H46Br3F4N4OP2STl as an isolated structure at a distorted geometry, computed with the ωB97M-V functional and the def2-TZVPD basis.

The geometry in XYZ format:
```
101
Properties=species:S:1:pos:R:3:forces:R:3:mulliken_charge:R:1
Tl 0.106 0.243 0.495 0.1 0.1 0.3 1.14
N -4.059 -1.915 1.770 -0.2 -0.3 0.2 -0.52
C -2.963 -1.395 1.079 -0.1 0.3 -0.2 0.17
S -2.946 0.324 0.952 0.0 0.3 0.0 -0.53
N -2.172 -2.283 0.586 -0.2 -0.7 0.4 -0.90
N -1.081 -1.900 -0.161 -0.1 0.1 -0.2 0.62
C -0.562 -2.913 -0.752 -0.3 0.0 0.1 -0.80
C 0.484 -2.960 -1.742 0.3 -0.1 -0.1 0.89
C 0.803 -4.234 -2.235 0.0 0.1 0.1 -0.56
C 1.662 -4.433 -3.296 0.0 -0.2 -0.1 -0.85
C 2.185 -3.310 -3.940 0.0 0.0 0.0 -0.32
C 1.901 -2.047 -3.480 0.2 -0.1 -0.2 -0.66
C 1.119 -1.810 -2.311 -0.1 0.5 0.2 0.34
O 1.004 -0.624 -1.841 -0.2 -0.6 -0.2 -0.52
H -4.472 -1.252 2.403 0.1 0.0 0.0 0.23
H -3.902 -2.834 2.161 0.1 0.0 -0.1 0.28
H -1.037 -3.878 -0.550 0.0 0.0 0.1 0.21
H 0.340 -5.092 -1.754 0.0 0.0 0.0 0.27
H 1.898 -5.433 -3.639 0.0 0.0 0.0 0.36
H 2.821 -3.436 -4.812 0.0 0.0 0.0 0.35
H 2.294 -1.179 -3.994 0.1 0.1 0.1 0.36
Br -1.229 3.528 4.027 0.0 -0.1 0.1 -0.18
C -1.695 3.162 2.194 0.0 -0.1 0.0 0.48
Br -1.709 4.774 1.142 0.0 0.1 -0.2 -0.20
H -2.682 2.720 2.165 0.0 0.0 0.0 0.30
H -0.956 2.481 1.780 0.0 0.1 0.0 -0.65
F 4.834 5.040 -5.505 0.0 0.1 -0.1 -0.32
C 4.385 4.251 -4.524 -0.1 -0.1 0.2 0.48
C 5.257 3.779 -3.559 0.0 0.1 -0.1 0.27
F 6.550 4.120 -3.626 0.1 0.0 0.0 -0.33
C 4.787 2.962 -2.549 -0.3 -0.1 0.1 0.02
F 5.686 2.534 -1.663 0.1 0.0 0.0 -0.38
C 3.452 2.577 -2.458 -0.1 0.1 -0.4 0.02
P 2.732 1.396 -1.190 0.9 0.5 0.3 0.01
C 3.507 2.220 0.294 -0.2 -0.1 0.0 0.61
C 2.818 3.337 0.768 0.0 0.0 -0.1 -0.72
C 3.213 3.982 1.929 0.0 0.1 0.0 -0.63
C 4.304 3.508 2.644 0.0 0.0 0.0 -0.51
C 4.994 2.396 2.186 0.0 0.0 0.0 -0.61
C 4.600 1.754 1.019 0.0 0.1 0.0 0.03
C 3.899 -0.003 -1.405 -0.1 -0.1 -0.1 1.12
C 4.742 -0.176 -2.497 0.0 -0.1 0.1 -0.89
C 5.562 -1.292 -2.587 0.0 0.0 -0.1 -0.73
C 5.508 -2.274 -1.614 0.0 0.0 0.0 -0.89
C 4.619 -2.144 -0.556 0.0 -0.1 0.1 -0.49
C 3.825 -1.015 -0.443 -0.1 0.1 -0.1 0.10
C 2.588 3.087 -3.440 0.1 -0.1 0.3 -0.23
Br 0.748 2.677 -3.384 0.0 0.0 -0.2 -0.14
C 3.049 3.909 -4.454 -0.1 -0.1 0.0 0.48
F 2.224 4.384 -5.394 0.0 0.1 -0.1 -0.34
H 1.956 3.699 0.216 -0.1 0.0 0.1 0.37
H 2.662 4.843 2.287 0.0 0.0 0.0 0.43
H 4.605 3.994 3.565 0.0 0.0 0.0 0.35
H 5.845 2.021 2.743 0.0 0.0 0.0 0.37
H 5.157 0.895 0.673 0.0 0.0 0.0 0.48
H 4.757 0.544 -3.305 0.0 0.1 0.0 0.46
H 6.231 -1.398 -3.433 0.0 0.0 0.0 0.33
H 6.138 -3.152 -1.695 0.0 0.0 0.0 0.33
H 4.537 -2.939 0.173 0.0 0.0 0.1 0.36
H 3.107 -0.929 0.370 0.0 -0.1 0.1 0.13
C 3.495 -2.409 5.415 -0.1 0.0 -0.1 -2.16
C 3.081 -2.042 3.992 -0.1 0.1 -0.3 3.08
C 3.667 -0.676 3.602 0.0 0.0 0.0 -2.15
C 3.696 -3.056 3.020 -0.1 0.0 0.0 -1.71
P 1.192 -1.964 3.500 0.1 -0.5 1.0 -1.20
N 0.976 -1.276 2.168 0.1 0.2 -0.5 0.11
C 0.306 -1.091 4.992 0.0 0.0 -0.3 2.26
C -1.093 -0.691 4.493 0.0 0.0 -0.1 -1.46
C 1.065 0.221 5.214 0.1 0.0 -0.1 -1.81
C 0.192 -1.840 6.319 0.0 0.0 -0.1 -1.97
C 0.571 -3.805 3.511 0.1 0.2 -0.1 3.01
C 1.049 -4.732 4.629 0.0 0.2 0.0 -2.02
C -0.960 -3.733 3.530 0.0 0.1 0.1 -2.33
C 0.945 -4.392 2.144 0.0 0.0 -0.1 -2.08
H 4.588 -2.503 5.454 0.0 0.0 0.0 0.51
H 3.066 -3.361 5.730 0.0 0.0 0.1 0.27
H 3.204 -1.646 6.138 0.0 0.0 0.0 0.32
H 4.728 -0.771 3.344 0.0 0.0 0.1 0.65
H 3.585 0.064 4.397 0.0 0.0 0.0 0.19
H 3.137 -0.297 2.725 0.0 0.0 0.0 0.30
H 4.781 -2.918 2.953 0.0 0.1 0.1 0.74
H 3.263 -2.903 2.030 0.1 -0.1 -0.1 -0.09
H 3.515 -4.085 3.331 0.0 0.0 0.0 0.28
H -1.047 -0.448 3.429 -0.1 0.0 0.0 0.08
H -1.449 0.196 5.028 0.0 0.0 0.0 0.51
H -1.832 -1.478 4.634 0.0 0.0 0.0 0.24
H 1.248 0.705 4.252 0.0 0.1 0.0 0.20
H 2.018 0.069 5.722 0.0 0.0 0.0 0.20
H 0.467 0.905 5.826 0.0 0.0 0.0 0.64
H -0.459 -2.710 6.231 0.0 0.0 0.1 0.30
H -0.247 -1.174 7.072 0.0 0.0 0.0 0.50
H 1.164 -2.172 6.687 0.0 0.0 0.1 0.25
H 0.846 -4.316 5.617 0.0 -0.1 0.0 0.26
H 2.119 -4.932 4.558 0.0 -0.1 0.0 0.33
H 0.523 -5.691 4.549 0.0 0.0 0.0 0.51
H -1.345 -3.453 4.510 0.0 0.0 0.0 0.23
H -1.383 -4.711 3.275 0.1 0.0 0.0 0.66
H -1.300 -3.013 2.784 -0.1 0.0 0.0 0.42
H 1.960 -4.787 2.113 0.0 0.0 0.0 0.23
H 0.849 -3.613 1.385 0.0 0.0 -0.1 0.22
H 0.264 -5.210 1.883 0.0 0.0 0.1 0.61
```
Forces are in eV/Å.

Values from the calculation:
Charge: -2
Relative energy (zero: lowest compared OMol25 entry of this formula, charge and spin): 27.49 kcal/mol
HOMO energy: -1.36 eV
LUMO level: 0.14029 Ha

=====

A 14-piece molecular cluster, C5H36N3O13 overall at a distorted geometry, computed with the ωB97M-V functional and the def2-TZVPD basis.

The geometry in XYZ format:
```
57
Properties=species:S:1:pos:R:3:forces:R:3:mulliken_charge:R:1
C 1.838 -0.373 1.815 2.7 1.9 -3.3 -1.56
C 0.427 -0.167 1.381 0.0 -3.3 0.0 0.72
C 0.106 -0.209 -0.067 -1.4 -0.6 -2.8 0.77
C -0.042 0.793 -1.023 1.3 -0.2 1.1 -0.37
N -0.269 0.245 -2.272 0.4 -3.4 6.1 0.30
C -0.349 -1.130 -2.024 0.4 4.1 5.1 -0.94
N -0.248 -1.431 -0.699 1.2 1.1 -2.5 -0.05
N 2.523 -1.471 0.966 0.8 1.7 -1.2 0.02
H 1.913 -0.597 2.814 0.0 -1.0 2.3 0.60
H 2.481 0.568 1.709 -0.6 -1.3 -0.2 0.21
H 0.079 0.700 1.843 -0.9 1.0 1.1 0.41
H 0.097 -1.150 1.834 -1.3 1.4 -0.5 -0.78
H 0.039 1.834 -0.764 0.0 0.2 -0.6 0.13
H -0.284 0.716 -3.085 -0.2 1.8 -3.2 0.10
H -0.455 -1.698 -2.816 -0.7 -3.3 -3.4 0.74
H -1.541 5.005 -0.977 1.4 -1.9 -0.1 0.29
H 2.628 -1.064 -0.070 -0.2 -1.2 1.9 0.21
H 3.463 -1.593 1.350 0.0 0.3 -0.3 0.45
H 1.170 -4.566 1.299 -0.3 -1.3 -0.7 0.28
H 0.204 -3.324 1.566 0.6 -0.8 -0.1 0.27
O 1.109 -3.704 1.658 -0.4 2.0 0.8 -0.68
H -0.803 2.296 1.519 -1.0 -1.3 0.0 0.17
H -0.849 3.641 0.885 1.5 -1.0 1.7 0.43
O -0.384 3.123 1.652 -0.1 2.3 -1.6 -0.69
H -2.716 -0.395 4.401 -0.1 -0.8 -1.1 0.31
H -1.500 -1.046 3.486 3.7 -6.6 -9.4 0.27
O -1.842 -0.626 4.098 -3.5 7.5 10.7 -0.57
H 1.628 2.762 1.288 2.1 1.9 1.2 0.45
H -0.780 3.752 -1.557 0.6 -2.5 -5.0 0.27
O -0.944 4.205 -0.818 -2.2 4.7 4.8 -0.59
H 2.143 -2.449 0.970 -0.8 0.6 0.1 0.34
H 4.668 2.196 -0.755 0.9 -1.1 -0.4 0.33
O 4.349 1.365 -0.339 -1.8 3.0 0.4 -0.58
H 3.389 -1.881 -1.793 1.5 -3.0 0.2 0.27
H 3.525 -0.488 -2.349 -0.8 -0.5 0.8 0.24
O 2.910 -1.112 -1.887 -0.7 3.7 -0.9 -0.54
H -3.156 1.679 0.478 1.1 0.2 0.1 0.24
H -2.124 0.748 -0.003 0.5 -2.0 -0.3 0.42
O -2.186 1.621 0.305 -2.1 2.0 0.7 -0.58
H -2.514 -1.854 2.156 0.3 -1.6 -0.3 0.28
H -2.448 -3.427 2.237 -2.0 -2.4 1.2 0.24
O -1.999 -2.685 1.967 1.7 3.9 -1.1 -0.54
H -3.111 -0.432 -0.757 -0.7 -1.0 0.3 0.17
H -2.736 -1.657 0.047 2.3 -2.9 -0.1 0.37
O -3.290 -0.939 0.068 -1.8 3.2 0.0 -0.66
H 3.626 1.948 0.095 0.8 -1.8 0.1 0.29
H 2.728 3.888 2.014 -1.1 -2.0 -1.3 0.29
O 2.610 3.023 1.499 -1.2 0.2 -0.1 -0.72
H -2.612 2.816 -2.842 -0.5 -0.5 -0.1 0.31
H -1.915 2.163 -4.098 -0.8 -1.4 -1.2 0.28
O -1.873 2.819 -3.445 1.3 1.9 1.3 -0.62
H -3.652 -1.102 -2.820 -0.6 -2.2 -1.2 0.29
H -4.683 0.121 -2.428 2.2 -1.7 -0.3 0.30
O -3.744 -0.282 -2.416 -1.7 4.2 0.9 -0.60
H 2.299 -4.060 -2.311 -1.0 0.9 2.3 0.32
H 1.134 -3.427 -1.562 -5.7 2.0 -0.9 0.26
O 1.960 -3.687 -1.421 6.8 -3.0 -1.2 -0.58
```
Forces are in eV/Å.

Values from the calculation:
Charge: +1
Relative energy (zero: lowest compared OMol25 entry of this formula, charge and spin): 100.91 kcal/mol
HOMO energy: -11.67 eV
LUMO level: -0.08699 Ha

=====

A 9-piece molecular cluster, C45H54N11O overall, computed with the ωB97M-V functional and the def2-TZVPD basis.

The geometry in XYZ format:
```
111
Properties=species:S:1:pos:R:3:forces:R:3:mulliken_charge:R:1
C -4.077 -1.725 1.533 -0.1 0.0 -0.1 -0.67
N -3.348 -2.895 1.036 0.4 0.3 0.0 -0.17
C -2.477 -3.529 1.931 -0.6 -0.1 0.0 -0.88
N -1.048 -2.904 2.003 0.3 0.0 0.9 0.18
N -0.029 -3.703 1.383 -0.2 0.2 -0.4 -0.16
C -0.362 -3.956 -0.022 -0.1 0.1 -0.1 -1.29
C 1.286 -3.149 1.615 -0.3 -0.1 0.3 0.60
C 1.688 -2.999 3.054 0.1 0.1 0.1 -1.16
O 1.998 -2.911 0.688 0.3 -0.1 -0.2 -0.50
H -3.482 -1.086 2.194 0.0 0.0 -0.1 0.08
H -4.969 -2.041 2.074 0.0 0.0 0.0 0.32
H -4.396 -1.121 0.687 0.0 0.0 0.0 0.35
H -2.980 -2.765 0.100 -0.2 -0.2 -0.1 0.34
H -2.306 -4.582 1.715 0.2 0.1 -0.1 0.41
H -2.870 -3.437 2.944 0.1 0.0 0.0 0.40
H -0.812 -2.795 3.003 0.1 0.1 -0.1 0.24
H -1.071 -1.950 1.614 -0.1 -0.1 -0.1 0.55
H 0.539 -4.281 -0.530 0.0 0.0 0.0 0.44
H -0.743 -3.064 -0.534 0.1 0.0 0.0 0.53
H -1.104 -4.749 -0.090 0.0 0.0 0.0 0.32
H 2.686 -3.430 3.139 0.0 0.0 0.0 0.38
H 1.764 -1.942 3.315 0.0 0.0 0.0 0.25
H 1.028 -3.498 3.761 0.0 0.0 0.0 0.44
N -2.633 -1.751 -2.413 0.1 0.0 0.2 -0.46
C -1.800 -2.218 -3.345 -0.1 -0.1 0.1 -0.40
C -0.859 -1.435 -3.994 0.0 0.0 0.0 -0.40
C -0.781 -0.090 -3.669 0.0 0.0 0.0 -0.33
C -1.649 0.417 -2.713 0.0 0.0 0.0 -0.29
C -2.552 -0.451 -2.118 0.0 0.0 0.0 -0.30
H -1.902 -3.272 -3.580 0.0 0.0 0.0 0.39
H -0.203 -1.864 -4.740 0.0 0.0 0.0 0.46
H -0.059 0.550 -4.161 0.0 0.0 0.0 0.57
H -1.635 1.463 -2.436 0.0 0.0 0.0 0.37
H -3.253 -0.083 -1.376 0.0 0.0 0.0 0.38
N 2.731 -0.703 -5.831 -0.1 0.0 0.0 -0.50
C 3.302 -1.454 -6.772 0.0 0.0 0.0 -0.23
C 4.314 -2.366 -6.516 0.0 0.0 0.0 -0.51
C 4.767 -2.507 -5.214 0.0 0.0 0.0 -0.11
C 4.186 -1.729 -4.225 0.0 0.0 0.0 -0.56
C 3.176 -0.850 -4.586 -0.1 0.0 0.0 -0.06
H 2.927 -1.318 -7.781 0.0 0.0 0.0 0.36
H 4.734 -2.955 -7.320 0.0 0.0 0.0 0.36
H 5.551 -3.213 -4.979 0.0 0.0 0.0 0.48
H 4.504 -1.799 -3.193 0.0 0.0 0.0 0.40
H 2.697 -0.227 -3.837 0.0 0.0 0.0 0.36
N -0.675 -1.031 4.855 0.1 -0.3 -0.1 -0.34
C 0.100 -0.591 5.850 0.0 -0.1 0.0 -0.65
C 0.414 0.752 6.017 0.0 0.0 0.0 -0.44
C -0.077 1.681 5.112 0.0 0.0 0.0 -0.38
C -0.880 1.236 4.071 0.2 0.0 0.0 -0.47
C -1.143 -0.118 4.011 -0.2 0.0 -0.3 0.49
H 0.481 -1.329 6.546 0.0 0.0 0.0 0.72
H 1.040 1.049 6.847 0.0 0.0 0.0 0.46
H 0.162 2.731 5.214 0.0 0.0 0.0 0.42
H -1.307 1.882 3.315 0.0 0.1 0.1 0.58
H -1.791 -0.496 3.222 0.0 0.1 0.0 -0.34
N 4.545 -5.818 -4.686 0.0 0.0 0.0 -0.36
C 4.767 -7.026 -5.198 0.0 0.0 0.0 -0.21
C 5.143 -8.124 -4.437 0.0 0.0 0.0 -0.42
C 5.299 -7.959 -3.071 0.0 0.0 0.0 -0.19
C 5.070 -6.706 -2.524 0.0 0.0 0.0 -0.59
C 4.696 -5.674 -3.371 0.0 0.0 0.0 0.03
H 4.639 -7.120 -6.271 0.0 0.0 0.0 0.36
H 5.312 -9.082 -4.910 0.0 0.0 0.0 0.36
H 5.596 -8.790 -2.445 0.0 0.0 0.0 0.38
H 5.183 -6.528 -1.463 0.0 0.0 0.0 0.37
H 4.508 -4.680 -2.977 0.0 0.0 0.0 0.31
N -3.140 2.835 2.320 0.0 0.0 -0.1 -0.23
C -4.417 2.550 2.574 0.0 0.0 0.0 -0.23
C -5.473 3.359 2.185 0.0 0.0 0.0 -0.70
C -5.191 4.522 1.485 0.0 0.0 0.0 -0.22
C -3.869 4.834 1.215 0.0 0.0 0.0 -0.51
C -2.887 3.963 1.658 0.0 -0.1 -0.1 -0.24
H -4.602 1.630 3.120 0.0 0.0 0.0 0.40
H -6.490 3.077 2.419 0.0 0.0 0.0 0.37
H -5.989 5.172 1.150 0.0 0.0 0.0 0.41
H -3.602 5.717 0.651 0.0 0.0 0.0 0.40
H -1.841 4.172 1.458 0.0 0.0 0.0 0.46
N -3.138 5.692 -1.963 0.0 0.0 0.0 -0.33
C -2.078 4.895 -2.105 0.0 0.0 0.0 -0.14
C -1.675 4.356 -3.316 -0.1 0.0 0.0 -0.54
C -2.416 4.656 -4.448 0.0 0.0 0.0 -0.27
C -3.521 5.480 -4.318 0.0 0.0 0.0 -0.44
C -3.839 5.972 -3.059 0.0 0.0 0.0 -0.41
H -1.518 4.684 -1.199 0.0 0.0 0.0 0.37
H -0.789 3.740 -3.373 0.0 0.0 0.0 0.57
H -2.125 4.268 -5.415 0.0 0.0 0.0 0.40
H -4.126 5.746 -5.174 0.0 0.0 0.0 0.40
H -4.696 6.623 -2.925 0.0 0.0 0.0 0.39
N 0.655 6.042 -4.762 0.1 -0.1 -0.1 -0.15
C 0.418 7.175 -4.105 0.0 0.0 0.0 0.17
C 1.236 8.292 -4.185 0.0 0.0 0.0 -0.74
C 2.361 8.231 -4.992 0.0 0.0 0.0 -0.18
C 2.619 7.058 -5.683 0.0 0.0 0.0 -0.48
C 1.739 5.996 -5.535 0.0 0.0 0.0 -0.31
H -0.473 7.186 -3.485 0.0 0.0 0.0 0.22
H 0.991 9.187 -3.630 0.0 0.0 0.0 0.37
H 3.023 9.082 -5.082 0.0 0.0 0.0 0.38
H 3.484 6.963 -6.325 0.0 0.0 0.0 0.36
H 1.909 5.065 -6.064 0.0 0.0 0.0 0.36
N 0.964 -1.401 8.985 0.0 0.0 0.0 -0.34
C 1.980 -1.075 9.784 0.0 0.0 0.0 -0.20
C 1.819 -0.652 11.094 0.0 0.0 0.0 -0.49
C 0.535 -0.561 11.606 0.0 0.0 0.0 -0.13
C -0.531 -0.897 10.788 0.0 0.0 0.0 -0.59
C -0.265 -1.309 9.492 0.0 0.0 0.0 -0.05
H 2.972 -1.160 9.352 0.0 0.0 0.0 0.37
H 2.682 -0.402 11.695 0.0 0.0 0.0 0.36
H 0.369 -0.235 12.624 0.0 0.0 0.0 0.38
H -1.551 -0.842 11.144 0.0 0.0 0.0 0.36
H -1.077 -1.580 8.825 0.0 0.0 0.0 0.34
```
Forces are in eV/Å.

Values from the calculation:
Charge: +1
HOMO energy: -10.99 eV
LUMO level: -0.07646 Ha